Arrangement a

88
Properties=species:S:1:pos:R:3:lowdin_charge:R:1 method="wB97M-V/def2-TZVPD" homo_energy_ev=-9.52 gap_ev=9.8974 smiles=c1ccncc1.c1ccncc1.c1ccncc1.c1ccncc1.c1ccncc1.c1ccncc1.c1ccncc1.c1ccncc1
C 14.485 -10.968 -3.374 -0.08
C 14.221 -11.938 -4.324 -0.07
C 13.054 -12.680 -4.203 -0.16
N 12.227 -12.599 -3.168 0.07
C 12.486 -11.642 -2.271 -0.16
C 13.599 -10.822 -2.321 -0.08
H 15.370 -10.346 -3.422 0.11
H 14.892 -12.091 -5.158 0.10
H 12.759 -13.384 -4.975 0.10
H 11.744 -11.581 -1.481 0.08
H 13.820 -10.129 -1.518 0.09
C 13.535 -10.556 7.920 -0.06
C 13.203 -11.887 7.744 -0.07
C 12.780 -12.309 6.490 -0.14
N 12.674 -11.496 5.439 0.05
C 13.015 -10.222 5.628 -0.16
C 13.479 -9.702 6.826 -0.05
H 13.773 -10.144 8.893 0.11
H 13.232 -12.602 8.556 0.10
H 12.591 -13.351 6.255 0.11
H 12.921 -9.605 4.736 0.08
H 13.676 -8.647 6.951 0.09
C 15.962 -12.957 1.899 -0.10
C 15.523 -14.068 2.588 -0.08
C 14.269 -14.580 2.270 -0.15
N 13.445 -14.013 1.399 0.08
C 13.833 -12.866 0.849 -0.15
C 15.095 -12.320 1.023 -0.08
H 16.959 -12.561 2.052 0.10
H 16.104 -14.507 3.389 0.10
H 13.917 -15.442 2.830 0.10
H 13.127 -12.441 0.147 0.07
H 15.406 -11.376 0.596 0.10
C 15.329 -2.584 1.750 -0.08
C 16.004 -3.702 1.284 -0.07
C 17.393 -3.662 1.317 -0.16
N 18.107 -2.595 1.657 0.05
C 17.450 -1.555 2.166 -0.16
C 16.067 -1.506 2.212 -0.08
H 14.254 -2.597 1.882 0.10
H 15.511 -4.644 1.081 0.07
H 17.957 -4.538 1.009 0.10
H 18.053 -0.713 2.486 0.10
H 15.554 -0.701 2.726 0.10
C 14.083 -9.379 2.581 -0.10
C 13.311 -8.869 1.551 -0.06
C 13.434 -7.513 1.305 -0.13
N 14.404 -6.769 1.844 0.05
C 15.216 -7.311 2.739 -0.15
C 15.030 -8.603 3.225 -0.08
H 13.906 -10.396 2.920 0.10
H 12.618 -9.532 1.050 0.09
H 12.757 -6.947 0.674 0.11
H 15.988 -6.662 3.144 0.11
H 15.736 -8.989 3.946 0.08
C 15.904 -7.427 6.605 -0.09
C 15.377 -6.348 7.295 -0.07
C 15.913 -6.034 8.539 -0.15
N 16.838 -6.765 9.151 0.06
C 17.253 -7.863 8.529 -0.14
C 16.828 -8.211 7.264 -0.06
H 15.528 -7.627 5.613 0.07
H 14.549 -5.758 6.923 0.10
H 15.589 -5.147 9.075 0.10
H 17.957 -8.526 9.020 0.11
H 17.260 -9.048 6.728 0.08
C 17.536 -10.963 4.502 -0.10
C 16.593 -11.594 5.302 -0.08
C 16.946 -11.927 6.597 -0.15
N 18.151 -11.698 7.131 0.07
C 19.039 -11.088 6.351 -0.17
C 18.792 -10.744 5.034 -0.07
H 17.304 -10.720 3.474 0.09
H 15.640 -11.839 4.849 0.09
H 16.216 -12.403 7.244 0.10
H 19.985 -10.861 6.829 0.11
H 19.571 -10.297 4.428 0.11
C 9.769 -8.959 2.058 -0.08
C 10.323 -9.639 3.125 -0.08
C 10.826 -10.929 2.945 -0.16
N 10.647 -11.610 1.824 0.07
C 9.992 -11.018 0.843 -0.17
C 9.437 -9.744 0.960 -0.07
H 9.381 -7.950 2.111 0.11
H 10.475 -9.191 4.102 0.10
H 11.336 -11.376 3.796 0.07
H 9.793 -11.577 -0.066 0.10
H 8.795 -9.354 0.179 0.10

Arrangement b

88
Properties=species:S:1:pos:R:3:lowdin_charge:R:1 method="wB97M-V/def2-TZVPD" homo_energy_ev=-8.95 gap_ev=9.3584 smiles=c1ccncc1.c1ccncc1.c1ccncc1.c1ccncc1.c1ccncc1.c1ccncc1.c1ccncc1.c1ccncc1
C -2.056 -2.603 5.214 -0.07
C -0.764 -2.472 5.728 -0.08
C 0.082 -1.498 5.238 -0.14
N -0.345 -0.632 4.292 0.06
C -1.604 -0.694 3.809 -0.15
C -2.503 -1.678 4.245 -0.06
H -2.777 -3.352 5.507 0.10
H -0.430 -3.156 6.494 0.10
H 1.069 -1.417 5.668 0.09
H -1.957 0.131 3.208 0.08
H -3.555 -1.725 4.005 0.09
C -4.279 3.209 -1.550 -0.10
C -4.099 3.298 -0.160 -0.08
C -4.228 4.527 0.401 -0.15
N -4.619 5.632 -0.326 0.06
C -4.631 5.535 -1.675 -0.15
C -4.578 4.297 -2.310 -0.09
H -4.098 2.270 -2.052 0.10
H -3.885 2.422 0.435 0.08
H -4.183 4.705 1.466 0.10
H -4.998 6.384 -2.232 0.10
H -4.673 4.202 -3.382 0.11
C 4.313 -1.310 -4.975 -0.11
C 5.349 -0.933 -5.826 -0.08
C 5.927 0.343 -5.628 -0.13
N 5.528 1.165 -4.591 0.04
C 4.516 0.741 -3.797 -0.14
C 3.938 -0.535 -3.919 -0.08
H 3.907 -2.289 -5.181 0.10
H 5.603 -1.561 -6.667 0.09
H 6.790 0.705 -6.167 0.09
H 4.166 1.424 -3.038 0.09
H 3.160 -0.887 -3.258 0.08
C -0.778 0.070 0.352 -0.08
C 0.459 -0.457 0.779 -0.06
C 1.566 -0.432 -0.107 -0.13
N 1.554 0.235 -1.290 0.06
C 0.403 0.880 -1.575 -0.13
C -0.821 0.774 -0.849 -0.05
H -1.657 0.001 0.976 0.05
H 0.540 -1.013 1.702 0.07
H 2.333 -1.161 0.109 0.07
H 0.458 1.517 -2.445 0.08
H -1.773 1.211 -1.113 0.08
C 0.012 6.398 -2.417 -0.09
C -0.836 5.348 -2.088 -0.07
C -0.689 4.201 -2.804 -0.17
N 0.106 4.027 -3.881 0.07
C 0.877 5.055 -4.184 -0.15
C 0.882 6.281 -3.472 -0.06
H 0.004 7.256 -1.761 0.10
H -1.530 5.425 -1.264 0.10
H -1.315 3.374 -2.502 0.08
H 1.575 4.969 -5.003 0.10
H 1.520 7.090 -3.796 0.10
C 4.904 -1.998 4.829 -0.06
C 5.073 -3.024 3.887 -0.06
C 4.259 -2.973 2.749 -0.16
N 3.240 -2.136 2.541 0.07
C 3.147 -1.098 3.454 -0.14
C 3.890 -1.043 4.605 -0.09
H 5.548 -1.934 5.694 0.10
H 5.811 -3.802 4.016 0.10
H 4.309 -3.793 2.048 0.09
H 2.356 -0.383 3.281 0.09
H 3.676 -0.416 5.458 0.10
C 1.094 -5.497 -0.469 -0.06
C 1.288 -6.232 -1.684 -0.07
C 2.247 -5.804 -2.567 -0.17
N 3.083 -4.776 -2.306 0.06
C 2.966 -4.171 -1.090 -0.14
C 1.926 -4.408 -0.193 -0.08
H 0.378 -5.734 0.305 0.10
H 0.619 -7.040 -1.941 0.09
H 2.300 -6.201 -3.570 0.10
H 3.626 -3.366 -0.804 0.09
H 1.760 -3.792 0.678 0.08
C -6.562 -1.064 1.522 -0.06
C -5.362 -1.614 1.024 -0.05
C -4.136 -0.954 1.277 -0.14
N -4.101 0.169 2.016 0.03
C -5.239 0.730 2.455 -0.15
C -6.481 0.151 2.220 -0.07
H -7.481 -1.615 1.389 0.10
H -5.358 -2.490 0.391 0.10
H -3.211 -1.343 0.878 0.09
H -5.204 1.704 2.920 0.11
H -7.340 0.650 2.641 0.10

Most stable: arrangement a

Arrangement a

5
Properties=species:S:1:pos:R:3:lowdin_charge:R:1 method="wB97M-V/def2-TZVPD" homo_energy_ev=-8.90 gap_ev=9.0589 smiles=C1OS1
C 0.387 0.138 -0.014 -0.36
O -0.766 -0.971 0.025 -0.57
S -1.385 0.642 0.003 0.77
H 0.746 -0.019 0.993 0.05
H 1.018 0.210 -1.008 0.11

Arrangement b

5
Properties=species:S:1:pos:R:3:lowdin_charge:R:1 method="wB97M-V/def2-TZVPD" homo_energy_ev=-8.49 gap_ev=8.0146
C -0.388 0.304 0.069 -0.25
O 0.834 -1.125 -0.236 -0.57
S 1.358 0.418 -0.014 0.73
H -0.965 0.326 -0.837 0.04
H -0.839 0.076 1.018 0.04

Most stable: arrangement a

Arrangement a

15
Properties=species:S:1:pos:R:3:lowdin_charge:R:1 method="wB97M-V/def2-TZVPD" homo_energy_ev="-8.76 / -6.32" gap_ev="9.1016 / 5.9039"
C 2.467 1.356 0.364 -0.16
C 0.376 -2.248 0.155 -0.25
C -3.955 0.977 -0.159 -0.45
O 1.741 0.171 0.478 -0.36
Si 0.444 -0.425 -0.282 0.56
Cl -2.566 -0.053 0.075 0.45
H 3.499 1.113 0.104 0.09
H 2.451 1.879 1.320 0.08
H 2.054 2.013 -0.405 0.08
H -0.447 -2.719 -0.374 0.01
H 1.297 -2.753 -0.132 0.02
H 0.226 -2.407 1.218 0.03
H -3.897 1.833 0.508 -0.01
H -4.055 1.252 -1.201 -0.02
H 0.365 0.012 -1.668 -0.06

Arrangement b

15
Properties=species:S:1:pos:R:3:lowdin_charge:R:1 method="wB97M-V/def2-TZVPD" homo_energy_ev=-7.84 gap_ev=7.2577
C -1.854 -1.126 0.534 -0.17
C 1.392 0.744 1.264 -0.19
C -0.816 -0.884 -0.605 -0.34
O 1.946 0.734 -2.514 -0.46
Si 0.128 0.775 -0.151 0.54
Cl -0.861 2.538 -0.582 0.32
H -2.284 -0.273 1.044 0.05
H -2.652 -1.613 0.006 0.06
H -1.375 -1.722 1.364 0.09
H 2.301 1.033 0.985 -0.03
H 1.061 1.232 2.260 0.08
H 1.531 -0.181 1.695 0.00
H -1.197 -0.772 -1.715 0.11
H -0.076 -1.655 -0.857 0.07
H 2.757 1.171 -2.728 -0.15

Most stable: arrangement b

Arrangement a

55
Properties=species:S:1:pos:R:3:lowdin_charge:R:1 method="wB97M-V/def2-TZVPD" homo_energy_ev=-7.92 gap_ev=8.7309 smiles="CCOc1ccc(Oc2ccc(NC(=O)[C@@H](NC(N)=O)[C@@H](C)CC)cc2)cc1"
C -8.074 -2.474 -0.234 -0.07
C -7.306 -1.187 -0.495 -0.27
O -6.016 -1.337 0.064 -0.05
C -5.127 -0.314 -0.046 -0.27
C -5.380 0.905 -0.667 -0.01
C -4.392 1.872 -0.724 0.01
C -3.144 1.645 -0.162 -0.27
O -2.237 2.679 -0.188 0.03
C -0.912 2.433 -0.408 -0.26
C -0.016 3.404 0.036 0.00
C 1.335 3.258 -0.197 -0.02
C 1.819 2.140 -0.870 -0.25
N 3.207 2.046 -1.108 0.14
C 4.073 1.031 -0.889 -0.44
O 5.244 1.134 -1.206 0.07
C 3.565 -0.237 -0.203 -0.22
N 4.096 -1.374 -0.931 0.10
C 3.360 -1.936 -1.940 -0.60
N 4.075 -2.767 -2.758 0.16
O 2.172 -1.740 -2.095 0.04
C 4.056 -0.261 1.259 -0.32
C 3.577 0.991 1.991 -0.04
C 3.564 -1.539 1.945 -0.22
C 4.319 -1.855 3.230 -0.10
C 0.922 1.188 -1.345 0.00
C -0.432 1.332 -1.110 0.01
C -2.892 0.433 0.475 -0.01
C -3.873 -0.533 0.526 0.01
H -9.074 -2.398 -0.650 0.08
H -8.143 -2.653 0.835 0.08
H -7.557 -3.313 -0.692 0.08
H -7.822 -0.336 -0.030 0.13
H -7.230 -1.004 -1.576 0.13
H -6.338 1.115 -1.114 0.10
H -4.584 2.820 -1.203 0.12
H -0.400 4.267 0.557 0.12
H 2.025 4.013 0.150 0.12
H 3.650 2.894 -1.444 0.16
H 2.478 -0.310 -0.227 0.13
H 5.099 -1.332 -1.054 0.14
H 4.996 -3.075 -2.505 0.10
H 3.546 -3.348 -3.385 0.10
H 5.152 -0.264 1.241 0.15
H 3.863 0.949 3.038 0.07
H 4.021 1.884 1.559 0.08
H 2.494 1.077 1.930 0.09
H 3.685 -2.374 1.252 0.10
H 2.498 -1.439 2.160 0.12
H 5.385 -1.950 3.033 0.07
H 4.178 -1.075 3.974 0.06
H 3.965 -2.792 3.653 0.07
H 1.270 0.335 -1.908 0.10
H -1.119 0.593 -1.494 0.12
H -1.931 0.254 0.934 0.12
H -3.691 -1.477 1.014 0.12

Arrangement b

55
Properties=species:S:1:pos:R:3:lowdin_charge:R:1 method="wB97M-V/def2-TZVPD" homo_energy_ev=-7.95 gap_ev=8.5002 smiles="CCOC(=O)c1[nH]c(C)c(C(=O)N2CCN(c3ccccc3OC)CC2)c1C"
C 6.735 -0.242 0.839 -0.06
C 5.601 0.724 1.150 -0.22
O 4.331 0.084 1.062 -0.01
C 3.924 -0.595 2.151 -0.43
O 4.551 -0.644 3.191 0.09
C 2.646 -1.251 1.968 -0.12
N 2.112 -1.953 3.020 0.15
C 0.945 -2.517 2.655 -0.23
C 0.122 -3.345 3.571 0.00
C 0.689 -2.148 1.341 -0.07
C -0.483 -2.621 0.561 -0.42
O -0.708 -3.809 0.388 0.06
N -1.291 -1.663 0.055 -0.03
C -1.199 -0.251 0.362 -0.12
C -2.601 0.356 0.330 -0.13
N -3.218 0.236 -0.975 -0.10
C -3.439 1.376 -1.768 -0.17
C -4.577 1.377 -2.568 -0.02
C -4.901 2.451 -3.375 -0.09
C -4.083 3.564 -3.385 -0.09
C -2.937 3.587 -2.607 -0.03
C -2.591 2.503 -1.812 -0.19
O -1.438 2.452 -1.068 -0.12
C -0.582 3.566 -1.063 -0.08
C -2.812 -0.955 -1.709 -0.14
C -2.436 -2.065 -0.741 -0.12
C 1.772 -1.360 0.894 -0.15
C 1.973 -0.811 -0.474 -0.02
H 7.683 0.289 0.854 0.08
H 6.592 -0.688 -0.142 0.08
H 6.762 -1.032 1.585 0.08
H 5.562 1.535 0.419 0.12
H 5.724 1.136 2.158 0.12
H 2.576 -2.031 3.912 0.17
H 0.757 -3.934 4.229 0.08
H -0.525 -2.719 4.188 0.09
H -0.502 -4.013 2.983 0.08
H -0.748 -0.120 1.349 0.14
H -0.579 0.270 -0.375 0.11
H -2.561 1.403 0.624 0.12
H -3.235 -0.172 1.056 0.13
H -5.220 0.512 -2.535 0.11
H -5.792 2.422 -3.982 0.10
H -4.323 4.417 -4.000 0.10
H -2.302 4.458 -2.644 0.10
H -0.183 3.774 -2.061 0.10
H -1.083 4.460 -0.678 0.10
H 0.238 3.301 -0.397 0.09
H -1.952 -0.744 -2.365 0.14
H -3.641 -1.287 -2.341 0.12
H -3.289 -2.303 -0.094 0.14
H -2.162 -2.975 -1.281 0.13
H 2.983 -1.026 -0.815 0.08
H 1.855 0.272 -0.476 0.08
H 1.261 -1.252 -1.167 0.08

Most stable: arrangement a

Arrangement a

12
Properties=species:S:1:pos:R:3:lowdin_charge:R:1 method="wB97M-V/def2-TZVPD" homo_energy_ev=-13.62 total_charge=+1 gap_ev=9.0262 smiles="[NH3+][C@]1(O)C2=C[C@H]21"
N 1.134 0.103 -0.760 0.27
C -0.133 -0.412 -0.112 -0.56
O 0.242 -1.309 0.833 0.12
C -1.170 -0.728 -1.168 0.10
C -2.258 -0.308 -0.375 0.08
C -1.202 0.609 -0.026 0.02
H 1.915 -0.583 -0.510 0.21
H 1.470 1.108 -0.412 0.24
H 0.869 0.129 -1.714 0.13
H -0.377 -1.959 1.065 0.11
H -3.366 -0.274 -0.636 0.16
H -1.164 1.664 -0.165 0.12

Arrangement b

12
Properties=species:S:1:pos:R:3:lowdin_charge:R:1 method="wB97M-V/def2-TZVPD" homo_energy_ev=-13.80 total_charge=+1 gap_ev=8.4915
C 0.578 0.515 0.825 -0.01
C -0.288 -0.079 -0.693 -0.08
C -0.769 1.297 0.813 -0.04
C 0.302 -0.750 -1.800 0.03
N -0.442 0.339 1.803 0.07
O -1.407 0.527 -0.372 0.09
H 1.630 0.718 0.790 0.14
H 0.292 -1.837 -1.667 0.14
H 1.337 -0.474 -1.682 0.11
H -0.200 -0.655 -2.780 0.13
H -0.904 -0.547 2.218 0.25
H -0.128 0.945 2.544 0.18

Most stable: arrangement a

Arrangement a

16
Properties=species:S:1:pos:R:3:lowdin_charge:R:1 method="wB97M-V/def2-TZVPD" homo_energy_ev=-11.55 total_charge=+1 gap_ev=6.7991
C 3.260 0.285 0.501 -0.02
C -4.003 0.939 0.744 -0.33
C 3.046 -0.704 -0.571 -0.08
N 1.852 -1.090 -0.901 0.22
S -3.237 0.247 -0.794 0.42
S -1.344 -0.068 -0.646 0.01
H 3.937 1.163 0.017 0.17
H 3.800 -0.219 1.433 0.16
H 2.270 0.588 0.755 0.07
H -4.560 1.903 0.558 0.07
H -3.164 1.303 1.373 0.05
H -4.656 0.356 1.347 0.04
H 3.837 -1.270 -1.118 0.16
H 1.094 -0.574 -0.562 -0.02
H 1.650 -1.951 -1.451 0.18
H -3.783 -0.907 -0.684 -0.09

Arrangement b

16
Properties=species:S:1:pos:R:3:lowdin_charge:R:1 method="wB97M-V/def2-TZVPD" homo_energy_ev=-13.33 total_charge=+1 gap_ev=10.0028 smiles=C[C@H]([NH3+])CSS
C -1.210 -0.659 -1.378 -0.03
C -0.432 -0.539 -0.081 -0.41
N -0.886 0.714 0.687 0.20
C 1.044 -0.475 -0.288 -0.54
S 2.017 -0.683 1.221 0.53
S 1.881 1.167 2.124 0.42
H -2.290 -0.742 -1.216 0.10
H -0.894 -1.567 -1.895 0.10
H -1.036 0.207 -2.009 0.09
H -0.624 -1.363 0.593 0.14
H -1.664 0.476 1.292 0.17
H -1.189 1.470 0.085 0.17
H -0.143 1.046 1.302 0.00
H 1.370 0.409 -0.815 0.09
H 1.351 -1.306 -0.938 0.10
H 2.704 1.847 1.317 -0.15

Most stable: arrangement b